[1]
{"formula": "C30H42N2O2P2Pd", "method": "wB97M-V/def2-TZVPD", "symbols": ["P", "P", "C", "C", "H", "H", "H", "H", "C", "H", "H", "H", "C", "H", "H", "H", "C", "H", "H", "H", "C", "H", "H", "H", "Pd", "C", "C", "C", "C", "C", "C", "C", "C", "C", "H", "H", "H", "H", "H", "H", "H", "H", "H", "H", "H", "H", "H", "H", "H", "O", "C", "N", "C", "C", "O", "N", "C", "C", "C", "C", "C", "C", "C", "C", "C", "C", "C", "C", "H", "H", "H", "H", "H", "H", "H", "H", "H", "H", "H"], "xyz": [[0.3111, -4.2799, -0.0593], [0.4173, 3.1193, -1.3207], [-0.6465, -3.1687, -0.9382], [0.0026, 1.4262, -1.9828], [-0.7985, -2.1551, -0.5549], [-1.1627, -3.4598, -1.8586], [0.8558, 0.7816, -1.7102], [-0.8383, 1.0626, -1.3697], [-0.9895, 4.2112, -1.4876], [-0.8004, 5.1332, -0.9159], [-1.8984, 3.7276, -1.0962], [-1.1482, 4.4649, -2.5450], [1.9531, 3.8029, -1.8910], [2.0386, 3.7159, -2.9822], [2.7995, 3.2833, -1.4164], [1.9925, 4.8686, -1.6169], [-0.3004, -5.9801, -0.1193], [-0.4493, -6.3587, 0.8991], [0.4171, -6.6200, -0.6472], [-1.2575, -5.9871, -0.6538], [2.0215, -4.3955, -0.6483], [2.1430, -3.6989, -1.4869], [2.2308, -5.4176, -0.9883], [2.7164, -4.1255, 0.1562], [-1.3264, -1.0336, -3.4919], [-0.2944, 1.2761, -3.5294], [-1.6237, 0.7409, -4.0266], [-1.7125, 0.7814, -5.5576], [-0.9876, -0.4263, -6.2273], [-0.7362, -1.5743, -5.2635], [0.3288, -1.6290, -4.2953], [1.4231, -0.5937, -4.2233], [0.9576, 0.8637, -4.3478], [0.4332, -3.8559, 1.6905], [-0.4117, 2.3381, -3.8479], [-2.4625, 1.2471, -3.5272], [-1.3313, 1.7307, -5.9549], [-2.7777, 0.7319, -5.8173], [-1.6740, -0.8179, -6.9916], [-0.0744, -0.1215, -6.7562], [-1.1313, -2.5467, -5.5836], [0.6104, -2.6343, -3.9598], [2.1703, -0.7820, -5.0097], [1.9529, -0.7258, -3.2679], [1.7871, 1.5074, -4.0151], [0.7828, 1.1082, -5.4013], [1.4795, -3.6476, 1.9494], [0.0793, -4.7025, 2.2921], [-0.1792, -2.9677, 1.9035], [0.6696, 3.0220, 0.3151], [0.2187, 2.0671, 1.1402], [0.2894, 2.2776, 2.4583], [-0.1732, 1.0943, 3.1536], [-0.5937, 0.2252, 1.9473], [-1.1100, -0.8926, 2.0216], [-0.3150, 0.9227, 0.7806], [1.0044, 0.5404, 3.9509], [1.7326, -0.5632, 3.5076], [2.8358, -1.0165, 4.2432], [3.2386, -0.3387, 5.3964], [2.5275, 0.7881, 5.8247], [1.4119, 1.2265, 5.1061], [-1.3999, 1.4173, 3.9804], [-1.6620, 0.7541, 5.1859], [-2.7868, 1.1013, 5.9404], [-3.6714, 2.0778, 5.4742], [-3.4371, 2.6958, 4.2399], [-2.3040, 2.3588, 3.4904], [0.7969, 3.0709, 2.8446], [1.4242, -1.0903, 2.6013], [3.3701, -1.9026, 3.8969], [4.1047, -0.6860, 5.9604], [2.8286, 1.3317, 6.7216], [0.8446, 2.0938, 5.4541], [-0.9783, -0.0264, 5.5269], [-2.9599, 0.5986, 6.8926], [-4.5466, 2.3509, 6.0653], [-4.1262, 3.4431, 3.8469], [-2.1254, 2.8408, 2.5263]], "spin_multiplicity": 5, "homo_energy_ev": [-9.722, -13.255], "energy_ev": -60903.0889, "total_charge": 2, "s2": 6.011}

***

[2]
{"formula": "B3ClH3NO3Ti", "method": "wB97M-V/def2-TZVPD", "symbols": ["N", "B", "O", "B", "O", "B", "Cl", "O", "H", "H", "H", "Ti"], "xyz": [[2.1657, -0.0257, 0.0970], [0.8966, 0.0687, -0.3962], [0.0436, -1.2357, -0.4348], [-1.0684, -0.9945, 0.5109], [-1.8234, 0.0480, 0.0408], [-1.0774, 1.3113, -0.1599], [-1.6689, 2.7330, 0.5091], [0.1072, 1.1024, -0.8228], [2.4190, -0.3733, 1.0128], [2.7382, 0.7958, -0.0873], [-1.3417, -1.7388, 1.3844], [-1.3906, -1.6911, -1.6538]], "homo_energy_ev": -18.986, "energy_ev": -45334.4533, "total_charge": 2}

***

[3]
{"formula": "C31H33CsK2N2O8S", "method": "wB97M-V/def2-TZVPD", "symbols": ["C", "C", "C", "C", "C", "N", "C", "S", "C", "O", "C", "C", "C", "C", "O", "N", "C", "C", "C", "C", "C", "C", "C", "C", "C", "C", "C", "C", "C", "C", "O", "H", "H", "H", "H", "H", "H", "H", "H", "H", "H", "H", "H", "H", "H", "H", "H", "H", "H", "H", "H", "Cs", "C", "C", "O", "H", "H", "H", "H", "H", "K", "O", "C", "O", "C", "C", "C", "H", "H", "H", "H", "H", "H", "O", "H", "K", "O", "H"], "xyz": [[7.0446, -0.7205, 3.2854], [7.1186, -0.7977, 1.9321], [7.0378, 0.5417, 1.1010], [5.7936, 0.6420, 0.2450], [5.4373, -0.1490, -0.7672], [6.2257, -1.3043, -1.1796], [5.7542, -2.3112, -0.6841], [5.5336, -3.6254, 0.1175], [4.1989, 0.0838, -1.5594], [4.0978, -0.4635, -2.6354], [3.1616, 0.9888, -1.0277], [1.7989, 1.0294, -1.6528], [1.2240, -0.3074, -2.1443], [0.4021, -0.9512, -1.0711], [0.8370, -1.2086, 0.0150], [-0.9852, -1.2763, -1.4194], [-1.8669, -0.9499, -0.3390], [-2.0314, 0.3745, 0.0461], [-2.8973, 0.7283, 1.0575], [-3.5848, -0.2431, 1.7485], [-3.4523, -1.5803, 1.4116], [-2.6067, -1.9188, 0.3512], [3.4910, 1.7911, -0.0061], [2.5584, 2.7633, 0.6069], [1.4571, 2.3548, 1.3465], [0.6073, 3.2709, 1.9346], [0.8412, 4.6242, 1.7914], [1.9365, 5.0388, 1.0552], [2.7899, 4.1234, 0.4677], [4.8533, 1.7507, 0.6022], [5.1893, 2.5819, 1.4096], [7.7632, -0.1399, 3.8482], [6.2061, -1.2320, 3.7440], [7.2719, -1.8027, 1.4650], [7.1784, 1.3605, 1.7946], [7.9005, 0.6077, 0.3938], [1.8587, 1.6937, -2.5161], [1.0729, 1.4760, -0.9848], [0.5738, -0.1056, -2.9900], [1.9600, -1.0180, -2.5033], [-1.0014, -2.2929, -1.4793], [-1.4682, 1.1476, -0.4620], [-3.0216, 1.7663, 1.3222], [-4.2205, 0.0644, 2.5631], [-3.9897, -2.3360, 1.9601], [-2.5540, -2.9751, 0.1083], [1.2756, 1.2956, 1.4723], [-0.2173, 2.8917, 2.5167], [0.1647, 5.3276, 2.2521], [2.1408, 6.0859, 0.9573], [3.6505, 4.4876, -0.0744], [8.7590, -1.5511, 0.5492], [-6.2962, 0.4537, -1.0979], [-6.4278, 1.8484, -0.4454], [-6.3846, 1.7446, 0.8838], [-7.1070, -0.2205, -0.8099], [-6.3040, 0.5281, -2.2109], [-5.3583, 0.0200, -0.7994], [-7.3508, 2.3041, -0.8904], [-5.6083, 2.4670, -0.9241], [-4.3159, -1.3629, -1.6675], [-5.8485, -4.2706, -2.2606], [-6.6042, -5.0385, -1.7289], [-6.6248, -5.2147, -0.3975], [-7.5490, -6.2662, -0.0466], [-8.5114, -6.3524, -1.2242], [-7.6112, -5.9535, -2.3947], [-6.9819, -7.1873, 0.0977], [-8.0406, -6.0077, 0.8868], [-8.9736, -7.3309, -1.3291], [-9.3067, -5.6162, -1.1068], [-7.0790, -6.8071, -2.8171], [-8.1487, -5.4270, -3.1776], [11.0591, 2.1513, 1.4026], [11.4004, 3.0226, 1.1771], [2.0944, 7.6066, 0.0445], [3.9371, 10.3387, 0.4998], [4.6734, 10.9391, 0.3600]], "homo_energy_ev": -5.177, "energy_ev": -96059.8016}

***

[4]
{"formula": "C5H13OPS2", "method": "wB97M-V/def2-TZVPD", "symbols": ["C", "C", "C", "C", "C", "O", "P", "S", "S", "H", "H", "H", "H", "H", "H", "H", "H", "H", "H", "H", "H", "H"], "xyz": [[-1.4622, 1.0236, -1.0235], [-0.8487, 1.3607, 1.4393], [-0.6637, -2.0231, -0.5957], [-1.3244, 0.3208, 0.3393], [-0.5123, -0.8983, 0.3907], [1.9817, -0.4593, -1.6334], [2.0490, -0.0457, -0.1082], [2.5775, 1.8129, 0.0702], [3.4241, -1.5019, 0.8586], [-0.5984, 0.8965, -1.6458], [-2.2122, 0.7077, -1.6756], [-1.7092, 2.1771, -0.9739], [-1.3898, 2.3216, 1.5418], [0.2036, 1.6096, 1.3034], [-0.8389, 1.0628, 2.4460], [-0.1638, -1.8481, -1.5317], [-0.0611, -2.8825, -0.3751], [-1.7504, -2.2957, -0.6226], [-2.4268, 0.0323, 0.6572], [-0.1903, -1.1533, 1.4187], [2.0340, 0.3893, -2.1472], [3.8821, -0.6073, 1.8675]], "homo_energy_ev": [-7.858, -7.858], "energy_ev": -38401.3015}

***

[5]
{"formula": "C41H47FeN4O4P2S", "method": "wB97M-V/def2-TZVPD", "symbols": ["Fe", "O", "C", "C", "C", "C", "C", "C", "C", "O", "N", "O", "O", "H", "H", "H", "H", "C", "S", "C", "C", "C", "N", "P", "C", "C", "C", "C", "C", "C", "C", "C", "C", "C", "C", "C", "P", "C", "C", "C", "C", "C", "C", "C", "C", "C", "C", "C", "C", "H", "H", "H", "H", "H", "H", "H", "H", "H", "H", "H", "H", "H", "H", "H", "H", "H", "H", "H", "H", "H", "H", "H", "H", "H", "H", "H", "H", "H", "C", "C", "N", "C", "C", "C", "C", "N", "H", "H", "H", "H", "H", "H", "H", "H", "H", "H", "H", "H", "H", "H"], "xyz": [[0.1869, 0.0495, 0.1672], [2.1558, -0.1185, 0.3474], [2.9689, 0.8110, 0.2702], [2.7285, 2.1344, -0.2096], [3.7971, 3.0429, -0.2113], [3.6149, 4.2832, -0.7530], [2.4004, 4.6597, -1.3529], [1.3475, 3.7918, -1.3455], [1.4559, 2.5193, -0.7300], [0.4063, 1.7695, -0.6526], [4.7106, 5.2558, -0.6901], [4.5209, 6.3425, -1.1986], [5.6778, 4.9644, -0.0137], [3.9999, 0.5952, 0.5803], [4.7379, 2.8026, 0.2677], [2.3211, 5.6423, -1.7960], [0.3918, 4.0669, -1.7716], [-6.6499, 0.8454, 4.7959], [-5.4065, -0.4573, 4.7649], [-4.3430, 0.1527, 3.4420], [-3.4787, 1.3373, 3.8377], [-2.7164, 1.9942, 2.6890], [-1.8610, 1.1226, 1.8590], [-2.0589, 0.5165, 0.2666], [-3.2248, -0.8856, 0.2076], [-3.0312, -1.9623, 1.0743], [-3.7843, -3.1174, 0.9634], [-4.7356, -3.2289, -0.0434], [-4.9235, -2.1795, -0.9279], [-4.1751, -1.0148, -0.8046], [-2.9327, 1.7914, -0.6762], [-4.2193, 2.1996, -0.3079], [-4.8909, 3.1626, -1.0403], [-4.2942, 3.7148, -2.1674], [-3.0309, 3.2994, -2.5564], [-2.3479, 2.3459, -1.8120], [-0.2523, 0.7162, 2.2086], [-0.2667, -0.1376, 3.8091], [-0.2422, 0.5815, 5.0048], [-0.3728, -0.0750, 6.2186], [-0.5309, -1.4531, 6.2534], [-0.5454, -2.1799, 5.0721], [-0.4118, -1.5231, 3.8589], [0.7214, 2.2075, 2.5382], [0.3977, 3.4475, 1.9997], [1.2977, 4.5049, 2.0991], [2.5192, 4.3266, 2.7226], [2.8581, 3.0807, 3.2411], [1.9615, 2.0268, 3.1532], [-7.3701, 0.5811, 5.5675], [-7.1712, 0.9095, 3.8413], [-6.2221, 1.8137, 5.0508], [-4.9549, 0.3661, 2.5592], [-3.7106, -0.6930, 3.1841], [-2.7898, 1.0177, 4.6206], [-4.1000, 2.1196, 4.2823], [-2.0658, 2.7680, 3.1052], [-3.4045, 2.5125, 2.0206], [-2.2889, -1.8871, 1.8578], [-3.6356, -3.9294, 1.6639], [-5.3290, -4.1291, -0.1332], [-5.6593, -2.2586, -1.7173], [-4.3337, -0.2140, -1.5138], [-4.7149, 1.7419, 0.5397], [-5.8835, 3.4727, -0.7422], [-4.8216, 4.4613, -2.7463], [-2.5718, 3.7175, -3.4426], [-1.3546, 2.0383, -2.1036], [-0.1236, 1.6572, 4.9909], [-0.3554, 0.4925, 7.1393], [-0.6416, -1.9612, 7.2019], [-0.6600, -3.2556, 5.0966], [-0.4207, -2.1004, 2.9450], [-0.5382, 3.5850, 1.4700], [1.0396, 5.4651, 1.6712], [3.2417, 5.1324, 2.7501], [3.8186, 2.9302, 3.7169], [2.2375, 1.0593, 3.5574], [-0.0083, -5.5929, -2.2351], [-1.0307, -5.0196, -1.2647], [-0.4555, -4.0919, -0.2898], [0.1925, -4.6660, 0.8863], [1.7168, -4.6595, 0.8280], [-0.4478, -2.7578, -0.4775], [-1.1124, -2.2083, -1.7068], [0.0712, -1.9160, 0.3645], [-0.5020, -6.2248, -2.9731], [0.7321, -6.2027, -1.7177], [0.5200, -4.7989, -2.7646], [-1.5045, -5.8222, -0.6973], [-1.8342, -4.5194, -1.8003], [-0.1737, -5.6874, 0.9819], [-0.1663, -4.1382, 1.7777], [2.0761, -5.2991, 0.0235], [2.1284, -5.0334, 1.7657], [2.1142, -3.6585, 0.6574], [-2.1947, -2.3323, -1.6340], [-0.7681, -2.7035, -2.6133], [-0.9072, -1.1423, -1.8026], [0.5025, -2.3542, 1.1652]], "homo_energy_ev": -10.550, "energy_ev": -121225.2035, "total_charge": 1}

***

[6]
{"formula": "C4H7BrOS", "method": "wB97M-V/def2-TZVPD", "symbols": ["C", "C", "C", "C", "O", "S", "Br", "H", "H", "H", "H", "H", "H", "H"], "xyz": [[0.4840, 0.1248, -0.3300], [-0.6665, -0.9186, 0.0242], [0.4186, 1.1544, 0.7979], [-1.9737, -0.2392, -0.3289], [-2.3209, 0.9596, 0.4723], [-1.1159, 2.1037, 0.3143], [-3.4236, -1.4340, -0.1405], [1.3434, -0.5740, -0.3384], [0.3673, 0.5535, -1.3888], [-0.4881, -1.7198, -0.5447], [-0.6899, -1.3716, 1.1150], [0.1200, 0.8510, 1.8766], [1.0403, 1.9836, 0.6927], [-1.8562, 0.2629, -1.3753]], "smiles": "Br[C@@H]1CCCSO1", "homo_energy_ev": -8.756, "energy_ev": -87184.6775}

***

[7]
{"formula": "C4H6O2", "method": "wB97M-V/def2-TZVPD", "symbols": ["C", "C", "O", "C", "C", "O", "H", "H", "H", "H", "H", "H"], "xyz": [[-1.1673, -1.3309, 0.3789], [0.0969, -0.7013, -0.1643], [0.7913, -1.2597, -0.9870], [0.4982, 0.6707, 0.3640], [0.9269, 1.5912, -0.7648], [0.6757, 2.7707, -0.7893], [-1.8888, -0.5818, 0.7166], [-0.9111, -1.9632, 1.2387], [-1.6154, -1.9712, -0.3847], [-0.2799, 1.1558, 0.9576], [1.3768, 0.5218, 1.0095], [1.4968, 1.0978, -1.5751]], "smiles": "CC(=O)CC=O", "homo_energy_ev": -9.820, "energy_ev": -8339.6782}

***

[8]
{"formula": "C3H7ClN3O2", "method": "wB97M-V/def2-TZVPD", "symbols": ["C", "C", "C", "N", "N", "N", "O", "O", "Cl", "H", "H", "H", "H", "H", "H", "H"], "xyz": [[-1.0330, 0.8373, 0.4616], [2.3719, 0.1954, 1.1494], [1.5993, -0.1459, -1.1350], [0.1081, 0.6061, 0.4581], [-2.4279, 0.9616, 0.1713], [1.2681, 0.2440, 0.1998], [-3.1391, 1.1317, 1.1480], [-2.6221, 0.9050, -0.9834], [-4.2610, -2.1331, -0.2645], [2.2058, 0.7527, 2.0724], [2.7606, -0.8526, 1.5212], [3.1770, 0.6406, 0.7039], [0.7438, -0.6028, -1.6602], [2.0237, 0.6024, -1.7631], [2.4107, -0.8846, -0.9770], [-5.1862, -2.2577, -1.1026]], "homo_energy_ev": -14.494, "energy_ev": -24297.5900, "total_charge": 1}